{"formula": "C22H43Cl15FN3O3P", "method": "wB97M-V/def2-TZVPD", "homo_energy_ev": -11.187, "e_tot_ev": -233955.383, "gap_ev": 7.48, "total_charge": 1, "symbols": ["C", "C", "O", "O", "C", "C", "C", "C", "N", "C", "N", "F", "N", "C", "P", "O", "Cl", "H", "H", "H", "H", "H", "H", "H", "H", "H", "H", "H", "H", "H", "H", "H", "Cl", "C", "C", "Cl", "H", "H", "H", "H", "Cl", "C", "C", "Cl", "H", "H", "H", "H", "Cl", "C", "C", "Cl", "H", "H", "H", "H", "Cl", "C", "C", "Cl", "H", "H", "H", "H", "Cl", "C", "C", "Cl", "H", "H", "H", "H", "Cl", "C", "C", "Cl", "H", "H", "H", "H", "Cl", "C", "C", "Cl", "H", "H", "H", "H"], "xyz": [[-6.7759, 2.3792, -2.1044], [-5.3511, 2.7726, -2.8791], [-5.4107, 3.8130, -3.7132], [-4.1613, 1.9790, -2.5395], [-3.0104, 2.2879, -3.4012], [-1.9190, 1.0795, -3.3499], [-0.9897, 0.9590, -2.0373], [-1.7808, -0.0748, -0.9861], [-1.9461, 0.5156, 0.3966], [-2.5536, 1.9214, 0.3024], [-3.7659, 2.2607, 0.8954], [-4.5409, 1.3493, 1.5826], [-1.7471, 2.9549, -0.4424], [-0.5885, 2.3102, -1.2326], [0.4270, 3.6145, -2.1754], [-0.1515, 5.1639, -1.5240], [0.0319, 3.7315, -4.2405], [-6.6539, 2.6302, -0.9438], [-7.0359, 1.2361, -2.2034], [-7.6790, 3.0261, -2.5162], [-2.5827, 3.3646, -3.1991], [-3.4287, 2.3205, -4.5193], [-1.2207, 1.1853, -4.3120], [-2.5192, 0.0640, -3.5310], [0.0098, 0.3959, -2.3442], [-1.2755, -1.1299, -0.9647], [-2.8858, -0.2452, -1.4049], [-2.5582, -0.1327, 0.9378], [-4.0865, 3.2623, 0.8052], [-2.3142, 3.5835, -1.0437], [0.1424, 1.9422, -0.3579], [-1.1099, 5.2816, -1.8534], [2.7142, 2.6395, -1.2580], [4.4402, 2.2528, -1.0472], [5.0987, 1.8362, -2.3530], [4.5092, 0.2578, -2.9301], [4.5223, 1.4700, -0.2867], [4.9216, 3.1554, -0.6596], [6.1787, 1.7372, -2.2091], [4.9270, 2.5729, -3.1440], [5.4900, -0.5967, -0.0014], [4.2991, -1.8995, 0.2376], [4.9614, -3.2563, 0.4193], [5.7356, -3.8327, -1.0775], [3.6157, -1.8958, -0.6173], [3.7252, -1.6433, 1.1330], [4.2099, -4.0024, 0.6944], [5.7208, -3.2319, 1.2070], [-10.4145, 3.5930, -0.8911], [-11.1464, 2.9791, -2.3945], [-11.1133, 1.4607, -2.4706], [-9.4583, 0.8331, -2.6684], [-10.6217, 3.4366, -3.2390], [-12.1828, 3.3293, -2.4078], [-11.6866, 1.1198, -3.3379], [-11.5456, 1.0027, -1.5756], [3.3899, -5.7714, -2.9186], [4.8643, -6.2943, -3.7704], [4.5889, -6.6663, -5.2188], [3.6215, -8.1552, -5.3587], [5.2985, -7.1313, -3.2148], [5.5673, -5.4571, -3.7289], [5.5326, -6.8521, -5.7403], [4.0602, -5.8667, -5.7469], [2.3667, 0.2963, 2.7001], [1.7609, -0.6816, 4.0600], [2.7469, -1.7629, 4.4735], [2.9049, -3.0369, 3.2391], [0.7953, -1.1066, 3.7689], [1.5923, 0.0062, 4.8939], [2.4002, -2.2510, 5.3893], [3.7421, -1.3493, 4.6643], [-0.3992, -0.1740, 6.2271], [-1.5901, -1.4769, 6.4661], [-0.9278, -2.8336, 6.6478], [-0.1536, -3.4101, 5.1510], [-2.2735, -1.4732, 5.6113], [-2.1640, -1.2206, 7.3615], [-1.6793, -3.5798, 6.9229], [-0.1684, -2.8093, 7.4355], [5.1321, 0.6416, 5.0358], [6.8580, 0.2549, 5.2465], [7.5165, -0.1616, 3.9407], [6.9270, -1.7401, 3.3636], [6.9401, -0.5279, 6.0070], [7.3394, 1.1576, 5.6341], [8.5965, -0.2607, 4.0846], [7.3449, 0.5750, 3.1497]], "atomic_forces_ev_per_a": [[0.853, -0.088, 0.528], [-1.743, 4.168, -2.643], [1.548, -6.620, 4.929], [-2.000, 2.327, -1.224], [0.320, -0.058, -2.182], [-0.089, 0.034, -1.147], [-0.184, -1.447, 0.397], [-0.874, -0.100, -1.977], [-2.287, 3.466, -0.465], [1.014, -1.388, -0.852], [3.045, 0.585, -1.624], [1.086, 1.087, -0.930], [-2.396, -3.995, 0.874], [-0.734, -1.509, 1.341], [-0.003, 2.757, 0.674], [-2.040, -2.750, -2.036], [-0.730, -0.144, 0.803], [-0.203, -0.603, -2.510], [0.854, 2.420, 0.193], [2.388, -1.360, 0.695], [-0.767, -2.132, -0.213], [1.049, 0.063, 2.443], [-1.617, -0.005, 2.192], [1.337, 2.203, 0.558], [-1.996, 1.443, 0.669], [-0.751, 2.222, 0.423], [2.469, 0.315, 0.708], [0.527, 1.067, -0.242], [-0.183, -1.747, 0.713], [0.155, -0.671, 0.877], [-1.269, 0.986, -2.107], [2.040, 0.237, 0.743], [1.307, -0.296, 0.116], [0.620, -0.291, 0.463], [0.021, 0.249, 0.161], [-0.243, 0.093, -0.369], [-0.082, 0.366, -0.371], [-0.113, -0.054, -0.171], [-0.197, -0.011, 0.087], [-0.048, -0.188, 0.163], [0.405, -0.461, 0.419], [-0.297, -0.309, 0.149], [-0.153, 0.121, 0.251], [0.155, 0.091, -0.004], [0.269, -0.003, 0.024], [0.237, -0.081, -0.159], [0.050, 0.184, -0.097], [-0.151, 0.079, -0.248], [0.102, -0.007, 0.016], [-0.153, -0.138, -0.293], [-0.469, 0.128, 0.016], [-0.306, -0.148, -0.025], [-0.046, -0.147, 0.210], [0.156, -0.143, 0.037], [0.128, 0.132, 0.108], [0.190, 0.151, -0.152], [-0.120, -0.087, -0.044], [0.287, -0.057, -0.158], [0.181, 0.225, 0.027], [-0.036, 0.024, 0.010], [-0.199, 0.139, -0.146], [-0.141, -0.091, -0.068], [-0.115, 0.014, 0.174], [0.043, -0.186, 0.199], [0.043, 0.088, -0.292], [0.088, -0.259, 0.275], [0.033, 0.317, 0.350], [-0.068, -0.102, 0.002], [0.321, 0.102, 0.037], [0.309, -0.228, -0.359], [-0.060, 0.109, -0.224], [-0.319, -0.175, -0.234], [-0.369, 0.028, 0.272], [-0.286, -0.296, 0.166], [-0.198, 0.083, 0.272], [-0.045, -0.029, -0.007], [0.242, -0.034, 0.133], [0.151, -0.093, -0.103], [0.069, 0.183, -0.077], [-0.128, 0.072, -0.227], [0.090, 0.179, 0.003], [0.429, -0.078, 0.073], [0.114, 0.274, 0.080], [-0.093, 0.002, 0.071], [-0.072, 0.115, -0.243], [-0.069, -0.126, -0.146], [-0.202, -0.003, 0.073], [-0.084, -0.188, 0.172]], "mulliken_charge": [-0.586, 0.457, -0.532, -0.213, -0.326, -1.080, 0.227, -0.740, -0.232, 0.237, 0.003, -0.138, -0.189, -0.537, 0.552, -0.522, -0.232, 0.169, 0.184, 0.257, 0.155, 0.459, 0.367, 0.362, 0.499, 0.338, 0.308, 0.404, 0.304, 0.276, 0.488, 0.346, -0.215, -0.119, -0.578, -0.150, -0.104, 0.341, 0.333, 0.394, -0.230, 0.477, -0.316, -0.193, 0.375, -0.547, 0.335, 0.083, -0.177, -0.542, -0.417, -0.147, 0.338, 0.350, 0.310, 0.323, -0.176, -0.379, -0.450, -0.184, 0.319, 0.240, 0.303, 0.322, -0.128, -0.429, 0.046, -0.176, 0.365, 0.173, 0.314, -0.194, -0.175, -0.445, -0.485, -0.143, 0.286, 0.359, 0.336, 0.312, -0.169, -0.501, -0.444, -0.138, 0.313, 0.342, 0.341, 0.256]}